Entry 1:
The following is a quantum chemistry calculation of one molecule with the formula C2HCl2N at a distorted geometry, from the Open Molecules 2025 dataset.

XYZ file:
```
6
Properties=species:S:1:pos:R:3:forces:R:3
N -1.692 -1.048 -0.667 1.2 1.1 2.1
C -0.890 -0.501 -0.010 -4.4 -4.2 -4.2
C 0.308 0.079 0.270 2.2 3.3 -1.4
Cl 1.785 -0.483 -0.443 0.3 -1.2 0.0
Cl 0.105 1.748 -0.423 -0.1 0.5 0.4
H 0.384 0.204 1.273 0.9 0.4 3.1
```
Forces are in eV/Å.

Computed properties:
* gap between HOMO and LUMO: 11.55 eV
* structure (SMILES): N#CC(Cl)Cl
* ΔE to the lowest compared entry with this formula, charge and spin: 18.6 kcal per mole
* LUMO energy: 0.14 eV
* E_HOMO: -11.41 eV
* net charge: 0

natural (NBO) charges, unit e, in atom order:
1 N -0.1962
2 C 0.1931
3 C -0.3025
4 Cl 0.0675
5 Cl -0.0063
6 H 0.2445


Entry 2:
The following is a quantum chemistry calculation of a 2-piece molecular cluster, C2HCl2N2 overall at a distorted geometry, from the Open Molecules 2025 dataset.

XYZ file:
```
7
Properties=species:S:1:pos:R:3:forces:R:3
C 0.911 0.157 -0.351 -3.9 2.4 0.2
C -1.177 0.631 0.218 3.5 0.0 -1.8
N 1.414 -2.181 -0.179 -0.6 1.0 -0.3
N 1.105 -1.099 -0.207 0.9 -3.2 0.8
Cl -1.427 2.267 -0.014 -0.3 -1.5 0.5
Cl -2.289 -0.558 0.229 0.0 0.6 0.2
H 1.463 0.784 0.305 0.4 0.6 0.4
```
Forces are in eV/Å.

Computed properties:
* gap between HOMO and LUMO (spin up / spin down): 7.18 / 7.21 eV
* ΔE to the lowest compared entry with this formula, charge and spin: 94.7 kcal per mole
* LUMO energy (spin up / spin down): -7.43 / -7.43 eV
* E_HOMO (spin up / spin down): -14.62 / -14.63 eV
* net charge: +1

natural (NBO) atomic charge list, values in e, 6 entries:
1 C -0.0776
2 C -0.0339
3 N 0.2344
4 N -0.0226
5 Cl 0.3150
6 Cl 0.3415


Entry 3:
The following is a quantum chemistry calculation of a 2-piece molecular cluster, C2HCl2NS overall at a distorted geometry, from the Open Molecules 2025 dataset.

XYZ file:
```
7
Properties=species:S:1:pos:R:3:forces:R:3
C 0.178 0.757 1.189 0.3 1.0 0.0
C 0.420 0.805 -0.209 0.5 -1.1 0.7
N 0.001 1.014 2.310 0.0 -0.7 -0.8
S -1.438 -1.863 -0.440 -2.9 2.6 1.1
Cl -0.408 1.891 -1.153 -0.5 0.5 -0.4
Cl 1.771 0.011 -0.920 -0.4 0.2 0.4
H -0.524 -2.614 -0.776 3.0 -2.4 -1.1
```
Forces are in eV/Å.

Computed properties:
* gap between HOMO and LUMO (spin up / spin down): 8.45 / 6.55 eV
* ΔE to the lowest compared entry with this formula, charge and spin: 65.1 kcal per mole
* LUMO energy (spin up / spin down): -1.83 / -2.64 eV
* E_HOMO (spin up / spin down): -10.28 / -9.19 eV
* net charge: 0

natural (NBO) atomic charge list, values in e, 6 entries:
1 C 0.1645
2 C -0.1920
3 N -0.2236
4 S -0.0775
5 Cl 0.1612
6 Cl 0.1025